1.
53
Properties=species:S:1:pos:R:3:forces:R:3:mulliken_charge:R:1 method="wB97M-V/def2-TZVPD" orbital_gap_ev="5.46 / 5.37" max_force_ev_per_a=3.0 total_charge=+1 multiplicity=2
Ir 1.56824 -0.61055 -0.29594 2.47 0.07 1.73 0.98
C 4.35778 1.06439 0.44617 0.19 -0.66 0.20 -0.55
C 4.67621 -0.43479 0.39225 0.11 0.52 -0.22 -0.85
N 3.54854 -1.26444 0.83543 -1.13 -0.26 -1.05 -0.26
C 3.38833 -1.45251 2.27645 -0.32 0.01 0.46 -0.77
C 2.82381 -0.24363 3.02045 -0.06 -0.03 -0.14 -0.62
S 1.34654 0.51692 2.24359 -0.16 -0.46 -1.16 -0.01
C 1.90509 2.22487 1.87042 -0.01 -0.31 -0.11 -0.67
C 2.32767 2.46472 0.41737 -0.41 0.24 0.16 -0.82
N 3.04511 1.32840 -0.15138 -0.75 -0.73 -1.16 -0.33
H 5.15966 1.60157 -0.07157 -0.15 0.05 0.06 0.43
H 4.34869 1.41018 1.47761 -0.01 0.08 -0.05 0.23
H 5.57606 -0.63474 0.98649 -0.08 -0.06 -0.06 0.43
H 4.88105 -0.69767 -0.65114 -0.03 -0.09 0.20 0.25
H 3.67735 -2.18878 0.42810 0.00 0.07 -0.05 0.38
H 4.34928 -1.71532 2.74330 -0.14 0.01 -0.10 0.38
H 2.69324 -2.28782 2.41513 0.18 0.12 -0.09 0.35
H 3.56753 0.53786 3.15527 -0.03 0.03 0.06 0.35
H 2.49769 -0.57019 4.00891 0.09 0.04 -0.05 0.57
H 2.70033 2.46153 2.57262 0.01 0.02 0.11 0.53
H 1.05537 2.86382 2.11111 0.08 0.04 0.00 0.40
H 2.91597 3.39297 0.38372 0.02 -0.16 -0.04 0.37
H 1.43345 2.61951 -0.18901 0.06 -0.03 0.00 0.36
H 3.15551 1.46065 -1.15438 0.04 0.19 0.07 0.38
Se -0.35176 0.48251 -1.51278 1.20 -0.64 0.26 -0.25
P -2.10871 -0.31951 -0.52689 -0.33 -1.51 0.80 0.65
Se -1.70135 -2.07934 1.10243 -1.60 2.32 -0.13 -0.07
C -2.89150 1.11616 0.27930 0.00 -0.49 -0.15 0.86
C -2.03090 1.90961 1.03780 0.02 -0.02 0.06 0.08
C -2.48171 3.08342 1.60727 0.00 -0.04 0.01 -0.65
C -3.80468 3.46939 1.44582 -0.03 -0.04 0.00 -0.59
C -4.66617 2.66819 0.71894 -0.14 0.07 -0.02 -0.85
C -4.21842 1.49703 0.13114 0.03 -0.04 0.01 -0.29
C -3.05486 -1.27266 -1.75819 -0.01 0.30 0.14 0.92
C -4.43062 -1.26517 -1.93826 -0.09 0.14 0.07 -0.42
C -5.01112 -2.14183 -2.83855 -0.12 -0.11 -0.01 -0.80
C -4.24041 -3.06288 -3.52591 -0.04 0.02 0.03 -0.52
C -2.86756 -3.08763 -3.33552 -0.04 -0.06 0.03 -0.58
C -2.28086 -2.19332 -2.46466 0.26 0.15 0.07 -0.22
H -1.00247 1.60390 1.16974 0.04 0.01 -0.05 -0.11
H -1.80197 3.70630 2.16801 0.06 0.04 0.11 0.40
H -4.16105 4.38745 1.88956 -0.02 0.05 0.01 0.40
H -5.69964 2.94998 0.58760 -0.07 0.08 0.02 0.41
H -4.91362 0.91450 -0.44457 -0.02 -0.02 -0.02 0.15
H -5.07484 -0.60395 -1.38587 -0.03 0.01 -0.01 0.34
H -6.08036 -2.11615 -2.98026 -0.10 -0.02 -0.01 0.40
H -4.70997 -3.77264 -4.19001 -0.03 -0.01 -0.10 0.39
H -2.25479 -3.81680 -3.84521 0.07 0.00 -0.04 0.35
H -1.20916 -2.22137 -2.31241 0.04 -0.02 -0.05 0.16
Se 0.36950 -2.75812 0.58677 1.94 0.77 -1.27 -0.28
Se 0.61688 -4.38845 -2.39159 0.87 0.18 -1.05 -0.28
Te 2.14675 -3.25000 -3.90820 -1.12 -0.94 0.45 0.21
Se 2.91685 -1.28558 -2.63647 -0.72 1.13 2.09 -0.31

***

2.
53
Properties=species:S:1:pos:R:3:forces:R:3:mulliken_charge:R:1 method="wB97M-V/def2-TZVPD" orbital_gap_ev="5.54 / 5.62" max_force_ev_per_a=2.7 total_charge=+1 multiplicity=2
Ir 0.15000 0.44820 0.35450 -0.94 -2.44 -0.49 1.13
C -0.11930 -1.47870 -2.43330 0.09 -0.43 0.56 -0.61
C 0.49030 -2.34660 -1.32620 -0.04 0.23 -0.34 -0.81
N 0.01710 -1.95680 0.00500 0.57 0.79 0.58 -0.31
C -1.26890 -2.50780 0.43330 -0.32 0.13 0.15 -0.83
C -2.49220 -1.84800 -0.19980 0.21 0.23 0.11 -0.57
S -2.47400 -0.00660 -0.12940 1.54 0.42 0.23 -0.07
C -2.51790 0.48330 -1.89850 0.13 -0.04 0.23 -0.54
C -1.16550 0.74200 -2.58760 -0.25 0.30 -0.03 -0.84
N -0.07120 -0.06310 -2.04900 0.60 1.02 0.74 -0.33
H 0.43360 -1.66640 -3.36120 -0.16 0.12 0.06 0.43
H -1.15760 -1.75820 -2.60830 0.03 0.06 -0.04 0.28
H 0.27530 -3.40160 -1.52990 0.07 0.02 0.01 0.38
H 1.57380 -2.20390 -1.33700 -0.07 -0.06 0.07 0.33
H 0.71640 -2.26390 0.68030 -0.08 0.07 -0.04 0.24
H -1.32220 -3.58730 0.23160 0.01 0.11 0.04 0.38
H -1.33230 -2.36180 1.51510 0.11 -0.05 -0.09 0.37
H -2.64010 -2.14860 -1.23340 -0.07 0.04 -0.02 0.34
H -3.37260 -2.14310 0.37140 0.00 -0.04 -0.11 0.53
H -3.11530 -0.26760 -2.41460 -0.03 0.01 0.05 0.46
H -3.08440 1.41490 -1.89050 -0.05 -0.09 -0.10 0.40
H -1.29930 0.56870 -3.66540 0.05 0.05 0.14 0.32
H -0.89710 1.79180 -2.44160 0.03 -0.14 -0.01 0.41
H 0.81230 0.33120 -2.36390 -0.15 0.06 -0.04 0.32
Se 0.30510 -0.03260 2.97790 -0.06 0.48 -1.92 -0.26
P 2.47010 -0.10850 2.59180 0.37 0.21 0.80 0.18
Se 2.87150 0.00700 0.44670 -1.90 0.40 0.05 -0.43
C 3.20580 1.35330 3.41330 -0.13 -0.29 -0.35 1.50
C 4.11700 2.15080 2.73070 0.12 -0.25 0.11 -0.78
C 4.52020 3.35610 3.27850 0.11 0.01 0.04 -0.49
C 4.02240 3.76660 4.50530 0.01 -0.02 -0.09 -0.61
C 3.13310 2.95640 5.19770 -0.03 -0.01 0.11 -0.70
C 2.71680 1.75450 4.65210 0.05 -0.09 0.02 -0.55
C 3.10670 -1.64990 3.34140 -0.20 0.36 -0.38 1.09
C 3.79710 -2.57640 2.57340 0.07 0.15 -0.15 -0.33
C 4.16890 -3.78730 3.12960 0.09 -0.12 0.05 -0.67
C 3.85430 -4.07440 4.44720 -0.03 -0.04 -0.09 -0.50
C 3.17180 -3.14500 5.21590 -0.02 0.10 0.10 -0.69
C 2.79170 -1.93380 4.66660 0.02 0.08 -0.04 -0.54
H 4.49660 1.83900 1.76700 -0.03 0.08 -0.02 0.32
H 5.21180 3.97960 2.73320 0.08 0.07 -0.03 0.43
H 4.32800 4.71850 4.91820 0.00 0.00 0.04 0.44
H 2.75610 3.27010 6.16050 -0.04 0.00 0.04 0.41
H 2.00380 1.13360 5.18010 -0.07 0.12 0.02 0.26
H 4.04720 -2.34950 1.54390 -0.03 -0.04 0.01 0.32
H 4.70820 -4.50740 2.53420 0.05 -0.07 -0.07 0.41
H 4.12520 -5.03010 4.86980 0.07 -0.05 0.06 0.40
H 2.93490 -3.36560 6.24500 -0.05 -0.01 0.10 0.41
H 2.24350 -1.21330 5.25720 -0.05 0.00 0.12 0.21
Se -0.24410 2.96730 0.30030 -0.60 -1.60 -0.50 -0.31
Se 0.10560 7.15960 0.57190 0.08 -0.06 0.15 -0.26
Te 1.02430 5.95030 2.42010 -0.26 -0.24 -0.28 0.15
Se 1.61060 3.69120 1.38030 1.10 0.47 0.47 0.15

***

3.
50
Properties=species:S:1:pos:R:3:forces:R:3:mulliken_charge:R:1 method="wB97M-V/def2-TZVPD" orbital_gap_ev="6.99 / 6.20" max_force_ev_per_a=2.4 total_charge=+2 multiplicity=5
Ir -0.09280 -0.30940 -0.26310 1.79 1.60 0.44 0.59
C 5.07140 1.81810 -2.04560 -0.09 0.05 0.11 -0.94
C 4.57820 2.06850 -0.62220 0.72 -0.44 -0.22 -0.57
N 3.23680 2.59620 -0.61070 -0.84 -0.10 -0.15 -0.13
C 2.13680 1.84750 -0.63190 0.17 -1.25 0.32 0.55
S 2.21530 0.08990 -0.71430 -0.92 -0.93 -0.22 -0.47
N 0.95520 2.40670 -0.58460 -0.73 2.16 -0.12 -0.96
N -0.11320 1.68570 -0.44110 1.35 -1.06 0.21 0.82
C -1.34800 2.30800 -0.55360 -1.15 0.65 -0.17 0.88
C -1.44850 3.75080 -0.86290 -0.08 0.11 0.04 -1.48
C -2.42760 1.44930 -0.38120 0.08 0.35 0.00 0.33
C -3.77910 1.88250 -0.30110 0.52 -0.08 -0.05 -1.00
C -4.76870 0.97310 -0.06950 0.02 -0.36 0.05 -0.39
C -4.43380 -0.38490 0.06780 0.12 0.23 -0.02 -0.88
C -3.10960 -0.76490 -0.03240 -0.59 -0.46 0.02 0.17
N -2.12440 0.10290 -0.25010 0.44 -0.35 -0.11 -0.20
H 6.04990 1.35080 -2.00590 0.13 -0.02 -0.03 0.35
H 5.15200 2.75090 -2.59750 0.02 0.05 -0.08 0.35
H 4.39220 1.15070 -2.57050 -0.02 -0.05 -0.09 0.30
H 5.22880 2.78600 -0.12240 -0.11 -0.05 0.10 0.37
H 4.58190 1.13300 -0.05640 0.04 0.20 0.05 0.30
H 3.11830 3.58940 -0.75640 -0.19 0.14 0.15 0.30
H -0.46600 4.17510 -1.04800 -0.12 0.02 0.03 0.34
H -1.90970 4.28030 -0.02760 0.01 0.11 0.04 0.39
H -2.07890 3.91410 -1.73750 -0.02 0.01 -0.03 0.39
H -3.98840 2.93240 -0.39930 -0.07 0.18 -0.03 0.43
H -5.79560 1.28770 0.01380 -0.14 0.05 -0.02 0.47
H -5.19550 -1.12480 0.23870 -0.05 -0.16 0.03 0.43
H -2.84040 -1.81010 0.05540 0.10 0.03 -0.03 0.47
O 0.55590 -0.00530 2.11150 -0.30 0.03 -0.22 -0.34
C 1.59620 -0.89330 2.54500 0.49 -0.61 0.10 -0.41
C 1.03630 -2.26270 2.95090 -0.22 0.39 -0.10 -0.72
C -0.17220 -2.70940 2.11020 0.19 0.09 0.09 -1.05
C 0.15240 -3.21850 0.73810 -0.09 -0.30 0.37 0.84
C 0.44090 -4.56800 0.54530 0.01 0.17 -0.26 -0.61
C 0.66450 -5.05650 -0.72900 -0.03 0.21 0.10 -0.48
C 0.56480 -4.18010 -1.80290 -0.04 0.19 0.15 -0.75
C 0.29350 -2.85370 -1.54310 0.12 -0.44 -0.53 -0.17
N 0.10960 -2.37370 -0.30260 -0.22 -0.21 -0.03 0.13
H 0.55620 0.80280 2.63520 -0.05 0.07 -0.10 0.24
H 2.13440 -0.45880 3.38930 -0.08 0.07 -0.08 0.54
H 2.31020 -0.99960 1.72160 -0.13 0.04 0.11 0.16
H 0.70790 -2.22110 3.98850 0.02 -0.02 0.04 0.39
H 1.84430 -2.99100 2.88560 0.02 -0.06 0.07 0.41
H -0.86680 -1.86690 2.03420 -0.08 -0.21 0.08 0.15
H -0.66600 -3.51650 2.65190 -0.10 0.08 -0.04 0.57
H 0.46300 -5.22760 1.39770 0.02 -0.03 0.12 0.53
H 0.89830 -6.09750 -0.88760 -0.01 -0.11 -0.01 0.46
H 0.69100 -4.51800 -2.81760 0.04 0.02 -0.12 0.47
H 0.21370 -2.14220 -2.35890 0.04 0.00 0.05 0.46

***

4.
45
Properties=species:S:1:pos:R:3:forces:R:3:mulliken_charge:R:1 method="wB97M-V/def2-TZVPD" orbital_gap_ev=8.71 max_force_ev_per_a=0.6 smiles="Cc1c(C)n(C(=O)CN2CCC(C)CC2)c2ccccc12"
C -0.08844 3.23660 3.65783 -0.05 -0.18 -0.09 -1.71
C -0.14076 2.76027 2.24499 -0.34 -0.16 -0.11 0.39
C -1.07944 1.95328 1.68000 0.07 0.17 0.39 0.85
C -2.25840 1.31042 2.31296 -0.08 0.06 -0.05 -1.48
N -0.74624 1.69766 0.34451 0.00 0.43 0.32 0.40
C -1.44148 0.80930 -0.46724 -0.10 -0.23 -0.56 -0.13
O -2.64344 0.69675 -0.41384 0.13 0.03 -0.03 -0.58
C -0.57743 -0.16837 -1.25026 -0.25 -0.11 0.13 -0.73
N -0.32132 -1.19380 -0.24666 0.10 0.11 0.00 0.19
C -1.35877 -2.20339 -0.15237 -0.32 -0.14 -0.11 -1.11
C -1.29071 -3.24896 -1.27164 0.22 0.03 0.37 -0.82
C 0.09473 -3.89660 -1.31932 -0.04 0.07 -0.44 0.63
C 0.19752 -4.89619 -2.46737 0.01 0.10 0.32 -1.69
C 1.15233 -2.79779 -1.44340 -0.12 -0.06 0.44 -0.66
C 0.99626 -1.79383 -0.29663 0.29 -0.03 -0.19 -1.10
C 0.40933 2.40778 0.04994 0.43 0.31 0.11 -0.16
C 1.06425 2.62857 -1.15300 0.00 -0.07 -0.14 -0.31
C 2.18434 3.43890 -1.14538 0.01 -0.05 -0.10 -0.89
C 2.63315 4.04612 0.02475 0.12 0.11 0.01 -0.64
C 1.94825 3.88710 1.21047 -0.07 -0.06 -0.02 -0.60
C 0.81799 3.07581 1.22610 -0.13 -0.29 -0.34 0.76
H 0.51626 4.13717 3.72624 0.01 0.09 0.09 0.39
H 0.35570 2.47832 4.30397 0.04 0.04 0.12 0.30
H -1.08578 3.46035 4.03015 -0.02 0.06 0.10 0.43
H -2.20397 0.22795 2.19959 -0.06 -0.08 0.05 0.22
H -2.28707 1.55378 3.37106 0.03 -0.01 0.07 0.43
H -3.18112 1.64317 1.84053 -0.04 -0.05 0.06 0.29
H -1.13110 -0.53295 -2.12451 0.04 0.11 0.03 0.35
H 0.36796 0.26238 -1.56447 -0.03 -0.01 -0.01 0.74
H -2.32830 -1.70124 -0.15913 0.03 -0.07 0.10 0.47
H -1.23779 -2.70116 0.81574 -0.08 -0.02 -0.01 0.49
H -2.05712 -4.00692 -1.10243 -0.08 -0.03 -0.06 0.44
H -1.50005 -2.77494 -2.23347 -0.04 -0.01 -0.10 0.19
H 0.26110 -4.42865 -0.37474 0.00 0.03 0.03 0.19
H 1.18125 -5.36024 -2.48306 0.10 -0.09 -0.06 0.41
H 0.03850 -4.39820 -3.42188 -0.02 0.05 -0.13 0.36
H -0.55082 -5.67824 -2.36060 -0.07 -0.12 -0.05 0.41
H 2.15377 -3.23098 -1.41703 0.07 0.00 -0.07 0.43
H 1.03244 -2.28223 -2.39951 0.03 0.01 -0.12 0.25
H 1.74168 -0.99822 -0.37205 -0.01 -0.03 0.08 0.48
H 1.15094 -2.30923 0.65726 0.09 0.01 -0.01 0.42
H 0.70943 2.21482 -2.08470 -0.02 -0.03 -0.07 0.56
H 2.71403 3.61392 -2.07000 0.03 0.01 -0.08 0.39
H 3.51452 4.66934 -0.00869 0.06 0.06 0.00 0.39
H 2.27383 4.39236 2.10727 0.04 0.05 0.10 0.34